Record 1
C31H34F5N9OPSTi as an isolated structure at a distorted geometry, computed with ωB97M-V/def2-TZVPD.

## Properties
ΔE to the lowest compared entry with this formula, charge and spin (kJ/mol): 43.6
Net charge: +1
F_max (Eh/bohr): 0.02460
Kohn-Sham gap (eV): 6.8
HOMO (eV): -9.90
Electronic energy (Ha): -3857.97712

Element x y z (Å)
Ti  0.535  -1.156  -0.667
N  3.850  -2.468  -2.292
C  3.727  -2.231  -0.987
N  2.552  -1.674  -0.783
C  1.967  -1.621  -2.030
N  2.748  -2.106  -2.975
C  -1.074  -1.429  -1.885
C  -1.894  -1.973  -2.880
N  -3.052  -2.538  -2.591
C  -3.424  -2.589  -1.306
C  -2.645  -2.063  -0.299
N  -1.495  -1.484  -0.635
H  4.628  -2.886  -2.779
H  4.486  -2.468  -0.260
H  -1.599  -1.953  -3.922
H  -4.358  -3.089  -1.083
H  -2.910  -2.133  0.748
O  0.628  0.765  -0.636
P  -0.336  1.952  -0.765
N  0.250  3.063  0.283
C  -0.469  4.325  0.544
C  0.010  4.771  1.936
C  0.585  3.504  2.574
C  1.188  2.765  1.386
N  -1.877  1.589  -0.387
C  -2.281  1.442  1.026
C  -3.806  1.304  0.971
C  -4.186  1.970  -0.350
C  -3.059  1.523  -1.269
N  -0.328  2.416  -2.329
C  -1.035  3.633  -2.796
C  0.058  4.474  -3.440
C  0.945  3.411  -4.086
C  0.973  2.286  -3.053
H  -1.551  4.155  0.520
H  -0.234  5.074  -0.214
H  -0.798  5.212  2.516
H  0.792  5.524  1.836
H  -0.202  2.904  3.035
H  1.329  3.724  3.338
H  1.280  1.692  1.532
H  2.179  3.161  1.149
H  -1.980  2.322  1.599
H  -1.806  0.567  1.478
H  -4.285  1.751  1.840
H  -4.087  0.249  0.938
H  -4.184  3.059  -0.252
H  -5.163  1.662  -0.716
H  -2.936  2.140  -2.149
H  -3.225  0.493  -1.602
H  -1.547  4.137  -1.977
H  -1.784  3.355  -3.542
H  0.614  5.025  -2.678
H  -0.344  5.190  -4.155
H  1.947  3.770  -4.311
H  0.495  3.064  -5.017
H  1.808  2.417  -2.361
H  1.056  1.296  -3.497
N  0.583  -1.066  1.524
C  0.590  -1.029  2.669
C  0.623  -0.999  4.100
C  -0.556  -0.775  4.810
C  -0.514  -0.744  6.192
C  0.692  -0.935  6.854
C  1.862  -1.162  6.142
C  1.835  -1.196  4.759
H  -1.490  -0.640  4.281
H  -1.422  -0.577  6.755
H  0.719  -0.911  7.936
H  2.795  -1.319  6.665
H  2.736  -1.382  4.189
F  3.623  -7.557  -2.764
C  2.877  -6.662  -2.122
C  1.982  -5.871  -2.818
F  1.857  -6.013  -4.137
C  1.211  -4.944  -2.140
F  0.313  -4.243  -2.850
C  1.305  -4.762  -0.764
S  0.293  -3.632  0.103
C  2.210  -5.582  -0.092
F  2.367  -5.469  1.231
C  2.986  -6.519  -0.749
F  3.847  -7.278  -0.069

Atoms 1-2, force components in eV/Å:
Ti 0.2 -1.2 0.0
N 0.2 -0.1 0.0


Record 2
C31H34MgN3O5PS as an isolated structure at a distorted geometry, computed with ωB97M-V/def2-TZVPD.

## Properties
ΔE to the lowest compared entry with this formula, charge and spin (kJ/mol): 88.8
Net charge: 0
F_max (Eh/bohr): 0.04825
Kohn-Sham gap (eV): 7.0
HOMO (eV): -6.99
Electronic energy (Ha): -2681.71034

Element x y z (Å)
Mg  -0.523  -0.148  0.361
C  -0.030  -4.707  2.949
C  0.049  -3.366  2.277
N  -0.614  -2.369  2.689
O  -1.460  -2.632  3.766
C  0.907  -3.134  1.109
C  2.091  -4.030  0.893
N  0.714  -2.068  0.380
O  1.572  -1.903  -0.580
H  -0.989  -4.833  3.454
H  0.754  -4.735  3.725
H  0.116  -5.518  2.231
H  -1.789  -1.749  3.997
H  2.014  -4.913  1.528
H  3.020  -3.491  1.156
H  2.192  -4.293  -0.157
O  -1.287  2.226  -0.044
S  -1.743  1.831  -1.399
O  -2.988  2.365  -1.868
O  -1.676  0.327  -1.417
C  -0.412  2.491  -2.437
C  -0.763  3.538  -3.260
C  0.181  4.262  -3.949
C  1.501  3.956  -3.780
C  1.865  2.893  -2.971
C  0.937  2.133  -2.295
P  1.383  0.516  -1.477
C  1.794  -0.387  -3.047
C  1.179  -0.030  -4.241
C  1.530  -0.661  -5.442
C  2.524  -1.627  -5.419
C  3.160  -1.961  -4.243
C  2.814  -1.338  -3.058
C  3.011  0.816  -0.675
C  4.259  0.904  -1.294
C  5.389  1.061  -0.520
C  5.301  1.069  0.860
C  4.080  0.959  1.495
C  2.937  0.863  0.708
H  -1.830  3.774  -3.363
H  -0.128  5.070  -4.616
H  2.283  4.499  -4.320
H  2.910  2.613  -2.901
H  0.392  0.710  -4.241
H  1.040  -0.318  -6.358
H  2.803  -2.113  -6.348
H  3.936  -2.720  -4.254
H  3.271  -1.629  -2.122
H  4.336  0.822  -2.366
H  6.372  1.088  -1.008
H  6.212  1.097  1.445
H  3.999  0.987  2.562
H  1.997  0.756  1.214
C  -5.967  -0.459  1.199
N  -4.816  0.347  1.661
C  -4.358  1.301  0.611
C  -3.704  -0.572  2.097
C  -2.695  0.207  2.878
C  -3.094  0.596  4.172
C  -2.261  1.336  4.983
C  -0.994  1.655  4.472
C  -0.626  1.264  3.199
C  -1.451  0.541  2.303
H  -6.812  0.151  0.871
H  -6.294  -1.129  1.987
H  -5.616  -1.046  0.352
H  -5.111  0.874  2.502
H  -4.143  0.739  -0.301
H  -3.447  1.782  0.940
H  -5.114  2.049  0.406
H  -3.281  -1.017  1.192
H  -4.194  -1.325  2.680
H  -4.077  0.283  4.556
H  -2.558  1.598  5.988
H  -0.335  2.261  5.088
H  0.356  1.609  2.836

Atoms 1-2, force components in eV/Å:
Mg -0.1 0.0 0.0
C 0.2 0.0 0.1


Record 3
C31H34N5OsS2 as an isolated structure, computed with ωB97M-V/def2-TZVPD.

## Properties
ΔE to the lowest compared entry with this formula, charge and spin (kJ/mol): 0.0
Net charge: +1
F_max (Eh/bohr): 0.00909
Kohn-Sham gap (alpha / beta) (eV): 6.6 / 6.5
HOMO (alpha / beta) (eV): -9.73 / -9.75
Electronic energy (Ha): -2362.32738

Element x y z (Å)
Os  -0.597  -0.297  -0.880
N  1.516  -0.839  -1.431
C  2.643  -0.094  -0.908
C  3.704  0.172  -1.763
C  4.817  0.859  -1.314
C  4.851  1.276  0.009
C  3.785  1.011  0.849
C  2.649  0.312  0.424
C  1.543  0.023  1.382
C  1.895  -0.088  2.735
C  0.963  -0.305  3.730
C  -0.373  -0.433  3.378
C  -0.735  -0.378  2.043
C  0.193  -0.159  1.007
H  1.504  -0.727  -2.439
H  1.653  -1.834  -1.271
H  3.655  -0.176  -2.789
H  5.643  1.059  -1.983
H  5.703  1.828  0.387
H  3.822  1.389  1.859
H  2.937  -0.033  3.019
H  1.278  -0.389  4.762
H  -1.129  -0.604  4.135
H  -1.775  -0.525  1.781
S  -2.671  0.097  -0.929
N  0.029  1.522  -1.603
S  -0.055  3.079  -1.119
C  -1.571  3.442  -0.273
C  -2.274  4.520  -0.799
C  -3.477  4.896  -0.221
C  -3.972  4.185  0.862
C  -3.272  3.098  1.370
C  -2.069  2.715  0.803
C  1.215  3.432  0.073
C  2.378  3.953  -0.490
C  3.385  4.419  0.337
C  3.227  4.368  1.714
C  2.073  3.830  2.267
C  1.054  3.364  1.449
H  -0.124  1.572  -2.605
H  -1.877  5.066  -1.646
H  -4.026  5.737  -0.621
H  -4.914  4.475  1.310
H  -3.669  2.540  2.207
H  -1.537  1.855  1.182
H  2.482  4.009  -1.566
H  4.285  4.834  -0.096
H  4.006  4.751  2.361
H  1.954  3.781  3.341
H  0.153  2.970  1.894
C  -3.592  -4.628  -2.512
C  -3.117  -3.390  -3.241
N  -2.060  -2.727  -2.482
C  -1.448  -3.200  -1.382
N  -0.673  -2.390  -0.650
C  0.140  -3.098  0.350
C  -0.725  -4.043  1.156
C  -1.247  -5.098  0.208
N  -1.629  -4.502  -1.074
C  -2.369  -5.362  -1.996
H  -4.168  -5.261  -3.185
H  -4.231  -4.358  -1.669
H  -3.930  -2.678  -3.385
H  -2.732  -3.661  -4.227
H  -1.963  -1.730  -2.617
H  0.618  -2.371  0.993
H  0.932  -3.675  -0.151
H  -1.542  -3.477  1.606
H  -0.158  -4.515  1.959
H  -2.124  -5.603  0.618
H  -0.484  -5.859  0.024
H  -2.652  -6.258  -1.446
H  -1.725  -5.673  -2.824

Atoms 1-2, force components in eV/Å:
Os -0.4 0.0 -0.2
N 0.2 0.0 -0.2


Record 4
C31H34N5PPtSe as an isolated structure, computed with ωB97M-V/def2-TZVPD.

## Properties
ΔE to the lowest compared entry with this formula, charge and spin (kJ/mol): 0.0
Net charge: +2
F_max (Eh/bohr): 0.01207
Kohn-Sham gap (eV): 6.5
HOMO (eV): -14.20
Electronic energy (Ha): -4337.01224

Element x y z (Å)
Pt  -0.235  -0.198  -0.465
C  3.418  0.160  -3.130
C  3.903  -0.827  -2.101
C  5.010  -1.610  -2.411
C  5.557  -2.502  -1.501
C  5.008  -2.634  -0.231
C  3.904  -1.876  0.105
C  3.338  -0.989  -0.823
P  1.961  -0.001  -0.299
C  1.349  -0.442  1.351
C  0.911  -1.801  1.396
C  0.203  -2.274  2.491
C  -0.083  -1.409  3.535
C  0.340  -0.084  3.495
C  1.054  0.440  2.421
C  1.532  1.865  2.477
C  2.153  1.732  -0.630
C  3.288  2.481  -0.337
C  3.230  3.858  -0.454
C  2.041  4.472  -0.840
C  0.918  3.720  -1.164
C  0.974  2.332  -1.095
C  -0.145  1.478  -1.646
H  3.652  -0.204  -4.130
H  3.917  1.123  -3.006
H  2.343  0.325  -3.087
H  5.457  -1.508  -3.392
H  6.422  -3.089  -1.779
H  5.439  -3.314  0.490
H  3.489  -1.972  1.100
H  1.205  -2.490  0.613
H  -0.094  -3.313  2.530
H  -0.620  -1.770  4.402
H  0.132  0.563  4.338
H  1.339  2.280  3.464
H  1.035  2.500  1.742
H  2.603  1.928  2.293
H  4.196  1.991  -0.004
H  4.100  4.460  -0.231
H  1.993  5.551  -0.906
H  0.018  4.215  -1.507
H  0.092  1.237  -2.682
H  -1.125  1.951  -1.615
C  -4.911  3.069  1.332
C  -5.987  2.020  1.065
C  -6.481  2.075  -0.376
C  -5.530  0.618  1.461
N  -4.319  0.191  0.731
C  -3.041  0.388  1.009
N  -2.328  -0.130  0.030
N  -3.218  -0.653  -0.862
N  -4.400  -0.462  -0.442
H  -5.318  4.070  1.199
H  -4.078  2.971  0.629
H  -4.521  3.009  2.352
H  -6.830  2.222  1.732
H  -5.678  1.853  -1.084
H  -6.856  3.071  -0.609
H  -7.288  1.363  -0.553
H  -6.284  -0.131  1.229
H  -5.290  0.558  2.522
H  -2.668  0.875  1.895
Se  -0.207  -1.354  -2.617
C  -0.096  -3.013  -1.696
C  1.038  -3.816  -1.792
C  1.084  -4.963  -1.014
N  0.114  -5.325  -0.169
C  -0.977  -4.565  -0.121
C  -1.143  -3.402  -0.866
H  1.862  -3.555  -2.442
H  1.946  -5.619  -1.059
H  -1.763  -4.901  0.546
H  -2.055  -2.822  -0.807

Atoms 1-2, force components in eV/Å:
Pt -0.1 -0.5 -0.1
C 0.0 -0.1 0.0


Record 5
C31H35Br2N6NdO2Si as an isolated structure at a distorted geometry, computed with ωB97M-V/def2-TZVPD.

## Properties
ΔE to the lowest compared entry with this formula, charge and spin (kJ/mol): 0.0
Net charge: 0
F_max (Eh/bohr): 0.05410
Kohn-Sham gap (alpha / beta) (eV): 6.5 / 6.5
<S²>: 3.75
HOMO (alpha / beta) (eV): -6.78 / -6.80
Multiplicity: 4
Electronic energy (Ha): -7680.49672

Element x y z (Å)
Nd  6.378  -16.772  -6.436
C  2.357  -19.289  -7.265
C  3.663  -18.973  -6.920
N  4.012  -17.767  -6.463
C  3.024  -16.880  -6.097
C  1.667  -17.132  -6.482
C  1.338  -18.376  -7.068
C  0.687  -16.131  -6.253
C  1.065  -14.916  -5.720
C  2.394  -14.660  -5.378
C  3.406  -15.656  -5.459
N  4.729  -15.447  -5.121
C  5.179  -14.696  -4.057
C  4.432  -14.378  -2.913
C  4.933  -13.605  -1.877
C  6.249  -13.183  -1.848
C  7.102  -13.548  -2.919
C  8.489  -13.198  -2.921
C  9.284  -13.709  -3.934
C  8.723  -14.581  -4.871
N  7.425  -14.894  -4.931
C  6.573  -14.357  -3.991
H  2.146  -20.304  -7.645
H  4.475  -19.668  -7.107
H  0.299  -18.563  -7.379
H  -0.340  -16.314  -6.575
H  0.336  -14.107  -5.569
H  2.624  -13.661  -5.004
H  3.391  -14.719  -2.820
H  4.237  -13.299  -1.074
H  6.638  -12.627  -1.008
H  8.903  -12.592  -2.126
H  10.359  -13.513  -3.991
H  9.359  -15.036  -5.612
C  10.319  -17.720  -8.009
C  9.723  -16.385  -8.162
C  10.575  -15.327  -8.540
C  10.043  -14.077  -8.795
C  8.667  -13.898  -8.720
C  7.811  -14.988  -8.332
N  8.394  -16.193  -7.998
N  6.463  -14.997  -8.207
Si  5.265  -13.740  -8.642
C  5.782  -12.940  -10.302
C  5.130  -12.424  -7.255
C  3.611  -14.679  -8.850
H  10.483  -18.193  -8.983
H  9.690  -18.367  -7.384
H  11.318  -17.592  -7.541
H  11.647  -15.531  -8.622
H  10.717  -13.250  -9.014
H  8.247  -12.894  -8.892
H  6.691  -12.296  -10.218
H  4.956  -12.330  -10.726
H  5.962  -13.739  -11.048
H  6.070  -11.858  -7.118
H  4.869  -12.884  -6.270
H  4.338  -11.689  -7.535
H  3.730  -15.762  -8.700
H  3.195  -14.486  -9.865
H  2.852  -14.296  -8.124
N  5.551  -18.290  -3.549
C  5.959  -19.702  -3.592
C  7.427  -19.893  -4.118
C  7.731  -18.951  -5.302
O  8.429  -17.890  -5.117
O  7.168  -19.179  -6.473
H  6.014  -17.819  -2.765
H  4.543  -18.263  -3.364
H  5.270  -20.212  -4.295
H  5.820  -20.219  -2.614
H  7.531  -20.945  -4.448
H  8.158  -19.739  -3.303
Br  6.876  -20.885  -8.934
C  7.056  -19.095  -9.647
Br  5.466  -17.918  -9.516
H  7.326  -19.161  -10.691
H  7.822  -18.604  -9.039

Atoms 1-2, force components in eV/Å:
Nd 0.8 0.3 0.0
C -1.4 -1.0 0.0


Record 6
C31H35Br2N6NdO2Si as an isolated structure at a distorted geometry, computed with ωB97M-V/def2-TZVPD.

## Properties
ΔE to the lowest compared entry with this formula, charge and spin (kJ/mol): 241.8
Net charge: 0
F_max (Eh/bohr): 0.06776
Kohn-Sham gap (alpha / beta) (eV): 6.2 / 6.3
<S²>: 3.75
HOMO (alpha / beta) (eV): -6.84 / -6.84
Multiplicity: 4
Electronic energy (Ha): -7680.40460

Element x y z (Å)
Nd  -0.441  -0.059  0.579
C  3.476  0.516  -2.143
C  2.564  0.427  -1.079
N  1.471  -0.273  -1.156
C  1.268  -1.156  -2.197
C  2.335  -1.333  -3.192
C  3.442  -0.401  -3.158
C  2.131  -2.310  -4.188
C  0.901  -2.962  -4.297
C  -0.141  -2.621  -3.440
C  0.103  -1.963  -2.208
N  -0.527  -2.131  -1.031
C  -1.411  -3.155  -0.746
C  -1.444  -4.465  -1.328
C  -2.508  -5.319  -1.131
C  -3.540  -5.040  -0.224
C  -3.408  -3.861  0.541
C  -4.323  -3.492  1.625
C  -4.013  -2.533  2.517
C  -2.822  -1.809  2.337
N  -2.113  -1.924  1.194
C  -2.323  -3.017  0.346
H  4.109  1.389  -2.217
H  2.632  1.218  -0.298
H  4.197  -0.500  -3.889
H  2.948  -2.514  -4.840
H  0.749  -3.767  -5.057
H  -1.155  -3.022  -3.594
H  -0.710  -4.812  -2.072
H  -2.566  -6.279  -1.641
H  -4.324  -5.778  -0.174
H  -5.220  -4.150  1.652
H  -4.544  -2.413  3.476
H  -2.536  -1.072  3.080
C  3.462  2.374  3.451
C  2.295  3.043  2.769
C  1.887  4.327  3.142
C  0.747  4.901  2.518
C  0.151  4.173  1.502
C  0.674  2.929  1.008
N  1.701  2.404  1.730
N  0.149  2.294  -0.041
Si  -0.182  2.957  -1.613
C  -1.794  4.125  -1.614
C  1.312  4.107  -2.051
C  -0.223  1.816  -3.040
H  4.347  2.888  3.011
H  3.374  1.322  3.245
H  3.434  2.593  4.481
H  2.465  4.825  3.914
H  0.351  5.816  2.875
H  -0.764  4.595  1.028
H  -2.601  3.641  -1.001
H  -2.097  4.221  -2.635
H  -1.454  5.141  -1.330
H  1.496  4.918  -1.218
H  1.158  4.617  -3.030
H  2.181  3.470  -2.082
H  -0.590  2.428  -3.855
H  -0.922  0.996  -2.935
H  0.826  1.584  -3.300
N  1.291  -2.165  1.513
C  2.069  -1.864  2.700
C  1.219  -1.383  3.871
C  0.479  -0.066  3.782
O  0.701  0.736  4.673
O  -0.310  0.060  2.769
H  0.584  -2.865  1.670
H  1.964  -2.635  0.846
H  2.713  -1.000  2.492
H  2.793  -2.643  2.965
H  1.829  -1.459  4.829
H  0.449  -2.180  4.043
Br  -3.140  1.717  1.036
C  -4.067  1.174  -0.682
Br  -2.884  0.040  -1.717
H  -4.355  2.060  -1.263
H  -4.977  0.551  -0.499

Atoms 1-2, force components in eV/Å:
Nd 1.5 -0.2 -0.5
C 0.5 -0.3 -0.7